A 10-piece molecular cluster, C20H64N4O10 overall at a distorted geometry, computed with ωB97M-V/def2-TZVPD.

Geometry as XYZ:
```
98
Properties=species:S:1:pos:R:3:forces:R:3
C -1.41894 -3.89539 -3.35798 0.03 -0.29 -0.14
C -0.44751 -6.70322 -0.50236 0.06 0.63 -0.70
H -3.07947 -4.83041 -1.92248 -0.11 0.15 -0.24
H -5.75908 -0.18146 -0.63975 -0.18 -0.17 -0.46
H -0.05975 8.92997 3.59643 0.61 -0.01 -0.89
N 0.55382 4.28182 -6.38233 0.60 0.90 -0.05
H -4.57986 -0.28534 1.16293 0.35 -0.22 0.42
H 7.54942 -5.76879 1.78548 0.14 -0.26 -0.08
H -0.00715 3.48752 -8.91082 0.74 -0.45 -0.05
H 0.08029 -6.57265 0.44234 -0.19 0.03 0.06
H -1.14814 -3.29838 -2.48714 -0.34 0.25 0.06
H -2.06937 8.27433 4.51878 -0.38 0.49 -0.42
C -2.11020 1.92719 -9.75063 0.52 0.88 0.77
O 3.11183 -2.07201 4.91818 -0.01 0.28 0.04
H -1.45653 3.99874 -8.24655 -0.77 0.13 -0.25
H -2.72038 -6.55192 -2.10139 -0.01 -0.14 -0.49
H -2.60815 0.95971 -9.81492 0.37 0.05 -0.28
H -3.20202 -5.18135 0.50681 0.00 0.46 0.00
C -7.56510 -0.90870 0.34511 -0.35 1.17 -0.16
H 0.01075 5.12458 -6.26014 -0.64 -0.09 0.52
H 0.21412 2.20188 -6.72341 0.31 0.00 1.08
H -0.99664 -4.70730 -0.32960 -0.24 0.55 -0.74
H 0.45430 7.55978 4.47404 -0.58 -0.44 0.37
O 6.35910 -4.69538 0.46097 0.50 0.54 -0.28
H 7.20798 -0.63171 -0.13124 0.46 -0.22 0.00
C -1.73866 7.63644 3.69913 2.30 0.37 0.73
O 2.88843 2.54912 -1.95255 -0.09 0.05 0.25
H -1.41405 6.14957 4.97351 -0.12 -0.05 0.37
H -1.48617 -5.23469 5.79933 0.39 -0.26 -0.16
C -1.53535 3.26797 -5.79505 0.93 -1.28 -0.21
O -1.35043 -5.28511 -3.01292 -0.09 0.70 -1.23
H 3.86501 -2.53397 4.55002 0.22 -0.08 -0.11
H -2.05153 2.30968 -5.85294 -0.48 0.25 -0.16
H 7.49930 -4.82187 -1.32090 -0.70 -0.33 -0.37
H -0.75452 -3.58720 -4.16524 0.43 -0.73 0.08
C -2.40390 7.97620 2.33731 -0.69 -0.14 1.45
H -2.45129 -3.29790 9.12723 -0.15 -0.13 0.13
C -0.29271 3.16661 -6.74653 -0.98 0.06 -0.01
H 0.21373 7.27222 2.76366 0.22 0.51 -0.28
H 5.23235 -3.41046 -1.08255 -0.29 0.14 0.66
O -5.42116 -0.73734 1.26048 0.99 0.09 0.91
H 0.29271 -6.58123 -1.29312 -0.01 -0.15 -0.13
H 1.22697 0.44926 2.45724 0.16 -0.12 0.20
C -0.15406 7.84422 3.61551 -1.67 0.67 0.01
H -1.41544 2.18770 -10.54909 -0.25 -0.45 -0.58
O 0.56672 0.69608 1.80964 -0.26 -0.05 0.00
O -1.02673 -4.98712 6.60506 0.37 -0.36 -0.15
H 7.77373 -1.92062 1.08821 0.52 0.46 -0.25
H -8.16760 -0.58917 -0.50518 -0.05 -0.19 -0.17
H 5.82146 -6.25782 1.59541 0.23 -0.12 0.17
H -2.95953 -6.70851 0.18735 -0.13 -0.49 0.26
O -1.35699 1.94343 -8.54971 0.02 -0.46 0.79
N -2.46347 -5.86761 0.44603 -0.63 -0.21 0.16
C -1.53384 -5.60249 -0.64289 0.39 -0.94 1.13
H -8.14879 -0.61295 1.21686 0.08 -0.18 0.20
H 2.46533 -2.75880 5.08128 -0.23 -0.17 0.07
H 3.89072 2.38720 8.22977 -0.15 0.14 0.12
C -2.66063 9.74904 0.75135 -0.66 0.13 0.58
C 7.12880 -1.64881 0.25258 -0.89 -1.54 0.18
H -0.88656 -4.08063 9.14321 0.12 0.07 -0.05
H -7.46490 -1.99408 0.34131 0.35 0.17 -0.08
C 7.10901 -2.74118 -0.86007 1.31 -0.23 2.12
H -1.76526 -3.06966 6.87734 0.62 0.28 0.21
H 6.93287 -6.60326 0.25862 0.46 -0.54 0.39
H 7.84971 -2.49276 -1.62017 0.30 -0.06 0.10
H 1.19495 4.64463 -7.07330 0.50 -0.87 -0.52
C -6.24963 -0.12562 0.33203 -0.84 -0.81 -1.07
H -3.47604 7.85878 2.49495 -0.39 -0.01 -0.02
O -2.12682 9.30628 1.96881 1.29 -0.28 0.45
H -2.17911 4.11346 -6.03757 -0.02 -0.12 -0.32
N -2.01300 6.27789 4.17046 -0.24 0.01 -1.09
H -2.46491 9.05275 -0.06411 -0.03 0.03 -0.14
H -6.37894 0.94426 0.49559 -0.35 0.12 0.42
H -2.40939 -3.68152 -3.75970 -0.27 0.26 0.41
H 4.17660 1.19547 7.34096 -0.08 -0.24 -0.16
H 2.83627 3.05089 -2.76602 -0.07 0.17 -0.22
H 6.12883 -3.22333 -2.33342 -0.87 0.14 -0.99
H -2.91085 -4.29302 6.87166 -0.36 -0.24 0.17
C -2.27529 -5.56212 -1.99991 1.32 -0.09 1.64
C -0.75915 3.16282 -8.19167 -0.97 1.26 -0.58
H 1.03266 1.26470 1.19660 0.11 0.16 -0.23
H -3.72679 9.89687 0.92325 -0.41 -0.22 -0.52
C 7.37177 -4.22120 -0.42032 0.97 0.99 0.59
H 6.13187 -1.71660 0.68805 -0.16 0.16 0.12
H -1.53433 5.73901 3.46295 -0.15 -0.93 -0.15
O 4.60409 1.92493 7.78971 0.22 0.08 0.02
C 6.72707 -5.92606 1.08756 -0.94 0.76 -0.90
H -2.30679 -5.08796 9.17004 -0.19 0.03 -0.25
H -2.86988 2.70791 -9.71231 -0.25 0.11 -0.05
H 8.36322 -4.33510 0.01805 0.19 0.23 0.65
C -1.90133 -4.09198 7.23017 -1.41 0.41 0.45
H -0.83432 -7.72185 -0.53183 -0.23 0.01 -0.10
C -1.90245 -4.16382 8.75701 0.62 0.21 -0.38
N 5.85406 -2.73021 -1.49589 -1.23 -0.10 -2.10
H -2.27407 10.74627 0.54115 0.35 -0.21 -0.05
H 3.42054 1.78531 -2.17542 0.14 -0.24 -0.02
H -1.26202 3.37241 -4.74506 0.39 0.07 -0.08
H -2.15347 7.21473 1.59869 0.53 0.09 -0.40
```
Positions in Å, forces in eV/Å.

## Properties
Energy above the lowest of the compared OMol25 structures with the same formula, charge and spin   0.500 eV
HOMO   -9.1 eV
SMILES string   COC[C@H](C)N.COC[C@H](C)N.COC[C@H](C)N.COC[C@H](C)N.CCO.CCO.O.O.O.O
Charge   0
Kohn-Sham gap   0.344 Eh

Results of the Löwdin charge analysis, in e, for atoms 1 through 8: C -0.093; C -0.064; H 0.116; H 0.103; H 0.065; N 0.028; H 0.086; H 0.089

An isolated ion of composition C6H10N3S and charge +1 at a distorted geometry, computed with ωB97M-V/def2-TZVPD.

Geometry as XYZ:
```
20
Properties=species:S:1:pos:R:3:forces:R:3
S -1.06640 -1.98704 0.21917 1.03 1.34 0.86
C 3.19229 -0.82968 0.04119 0.10 1.08 -2.63
H -2.85987 -1.37152 -0.96764 0.11 1.46 0.84
H -2.58229 1.27253 -0.93020 2.73 -1.61 0.73
C -0.04442 0.29890 1.13990 -2.79 -1.18 0.60
H 3.35614 0.12298 -1.98608 -0.41 0.15 1.27
N 2.17614 -0.80156 0.88043 -2.04 -1.69 4.79
N -1.09285 1.04027 0.67551 0.17 0.31 -0.48
C -1.65164 0.53127 -0.58806 -3.99 2.04 -0.68
N 1.68680 0.57108 -0.64894 -1.75 -0.87 2.06
H -0.96351 0.39135 -1.43703 -0.09 0.18 0.66
C 1.18643 0.05358 0.52682 3.32 -0.39 -2.96
C 2.86714 -0.02152 -0.99655 0.66 0.66 -1.35
H 2.13013 -1.47728 1.70754 -0.14 1.57 -1.54
H 1.12936 1.29773 -1.00923 -0.05 0.96 -1.43
H 4.09738 -1.31933 0.14289 1.21 -1.28 0.51
H -1.86967 1.30983 1.34996 1.79 -0.68 -1.00
H -0.08418 0.06621 2.16879 0.17 -0.05 1.14
H -2.96810 -0.62418 0.83751 0.96 -0.16 -2.56
C -2.32155 -0.77138 -0.15905 -0.98 -1.85 1.18
```
Positions in Å, forces in eV/Å.

## Properties
Energy above the lowest of the compared OMol25 structures with the same formula, charge and spin   2.068 eV
HOMO (spin up / spin down)   -12.0 / -11.9 eV
SMILES string   [S-]CC/[NH+]=C\c1[nH]cc[nH+]1
Charge   +1
Kohn-Sham gap (spin up / spin down)   0.253 / 0.250 Eh

Results of the Löwdin charge analysis, in e, for atoms 1 through 8: S 0.654; C -0.053; H 0.092; H 0.181; C -0.138; H 0.157; N 0.126; N -0.024

A 3-piece molecular cluster, C2H11N2O2 overall at a distorted geometry, computed with ωB97M-V/def2-TZVPD.

Geometry as XYZ:
```
17
Properties=species:S:1:pos:R:3:forces:R:3
H -0.35667 2.88364 -3.36645 -0.77 -1.08 -0.23
H -0.61440 0.47841 -2.01657 0.78 -0.62 -0.76
H 0.34872 4.09140 -3.77041 0.41 0.81 -0.61
H 0.79649 1.32634 1.76482 0.48 0.68 0.78
H 1.05393 -1.30153 1.26397 -0.20 1.28 -0.17
N 1.14597 0.91752 0.92136 -2.40 0.11 -0.37
N -0.56864 0.65332 -1.02079 -0.65 -0.10 0.97
C 0.64918 -0.38676 0.75030 0.41 -2.95 0.55
H -0.23576 -4.32297 3.85614 -0.52 -0.07 -1.72
H -1.47474 -1.05795 -0.01912 1.79 0.52 0.33
H -1.53835 0.92668 -0.83065 0.78 1.10 0.25
O -0.50480 -4.21985 2.89768 -0.35 -2.95 0.42
H -0.75596 -5.17942 2.56192 0.87 3.02 1.31
O 0.16924 3.57214 -3.00091 0.35 0.26 0.83
H 2.08041 0.86558 0.76646 3.37 0.74 0.32
H 0.25156 1.29839 -0.73283 -1.64 -0.57 -0.01
C -0.44617 -0.54494 -0.02491 -2.71 -0.17 -1.88
```
Positions in Å, forces in eV/Å.

## Properties
Energy above the lowest of the compared OMol25 structures with the same formula, charge and spin   3.493 eV
HOMO (spin up / spin down)   -3.7 / -7.6 eV
Multiplicity   2
Charge   0
Kohn-Sham gap (spin up / spin down)   0.159 / 0.293 Eh

Results of the Löwdin charge analysis, in e, for atoms 1 through 8: H -0.001; H 0.092; H 0.023; H 0.067; H 0.085; N -0.034; N 0.055; C -0.363

Question: Among the records above, which one has the highest energy above the lowest of the compared OMol25 structures with the same formula, charge and spin?
Answer: C2H11N2O2

Question: Look up the energy above the lowest of the compared OMol25 structures with the same formula, charge and spin of the third one.
Answer: 3.493 eV

Question: The lowest energy above the lowest of the compared OMol25 structures with the same formula, charge and spin belongs to which entry?
Answer: C20H64N4O10